The following is a quantum chemistry calculation of 3 unconnected molecules or ions with the total composition C4H14O4, from the OMol25 dataset.

Properties
Highest occupied orbital energy in eV: -9.52
SMILES: C[C@H](O)CCO.O.O
LUMO in eV: 0.6
Gap between HOMO and LUMO in eV: 10.16
DFT total energy in hartree: -461.72093
ΔE to the lowest compared entry with this formula, charge and spin in kJ/mol: 92.8

Positions of all 22 atoms, in Å:
C 0.2950 0.1980 3.1695
C 0.4285 0.6215 1.7387
O -0.7862 1.1966 1.3092
C 0.8183 -0.4545 0.7169
C 1.5366 0.1067 -0.4866
O 1.4657 -0.8978 -1.5103
H 0.3129 1.0867 3.8639
H 1.0335 -0.5247 3.4799
H -0.5968 -0.4308 3.3570
H 1.2829 1.4060 1.5746
H -0.7967 2.0656 1.6175
H 1.4473 -1.2579 1.1362
H -0.0504 -0.9821 0.3766
H 1.3172 1.0747 -0.9673
H 2.6508 0.0198 -0.2509
H 0.8585 -0.6600 -2.2101
O -2.5032 -0.2076 -1.0963
H -1.7318 -0.4805 -0.6442
H -3.0300 0.0273 -0.2603
O -0.5452 -0.4629 -3.1756
H -1.2860 0.0964 -2.7835
H -0.9307 -1.2974 -3.3375

How is the electron density shared among the atoms? According to natural (NBO), the charges in e are:
1 C -0.64
2 C 0.09
3 O -0.73
4 C -0.43
5 C -0.08
6 O -0.77
7 H 0.21
8 H 0.22
9 H 0.22
10 H 0.15
11 H 0.47
12 H 0.22
13 H 0.19
14 H 0.19
15 H 0.17
16 H 0.50
17 O -0.95
18 H 0.47
19 H 0.48
20 O -0.96
21 H 0.51
22 H 0.48